Record 1
Computed, not measured: one molecule with the formula C2H4N4O, with wB97M-V/def2-TZVPD.

Bonds (Å) are listed after each position.
Positions of all 11 atoms, in Å:
1 N 1.3817 -0.7961 -0.8315  N2 1.509, H8 1.034, H9 1.094
2 N -0.0269 -0.5428 -0.3523  N1 1.509, N3 1.357, C6 1.408
3 N -0.6165 0.5996 -0.7862  N2 1.357, C4 1.362, H10 1.173
4 C -1.2577 1.2192 0.2437  N3 1.362, N5 1.334, H11 1.056
5 N -0.6705 0.8850 1.3933  C4 1.334, C6 1.474
6 C 0.0255 -0.3669 1.0438  N2 1.408, N5 1.474, O7 1.150
7 O 0.7344 -0.9337 1.7499  C6 1.150
8 H 1.9436 -0.4362 -0.0415  N1 1.034
9 H 1.6378 -1.8597 -0.8557  N1 1.094
10 H -1.3880 0.1273 -1.5323  N3 1.173
11 H -1.7634 2.1042 -0.0311  C4 1.056

Kohn-Sham gap	0.37419	Ha
SMILES	Nn1[nH]cnc1=O
relative energy (zero: lowest compared OMol25 entry of this formula, charge and spin)	3.571	eV
DFT total energy	-372.76910	Eh

Listed below, in e, are the Mulliken charges computed for each atom:
1. N -0.577
2. N 0.172
3. N -0.328
4. C 0.023
5. N -0.477
6. C 0.376
7. O -0.456
8. H 0.284
9. H 0.295
10. H 0.319
11. H 0.368

---

Record 2
Computed, not measured: an isolated ion of composition C5H9N2S and charge +1, with wB97M-V/def2-TZVPD.

Bonds (Å) are listed after each position.
Positions of all 17 atoms, in Å:
1 C 0.5129 1.1058 -0.0901  C2 1.366, N6 1.344, H9 1.085
2 C 1.7073 0.4460 -0.1521  C1 1.366, N7 1.323, H10 1.090
3 C 2.5841 -1.7350 0.1876  N7 1.246, H11 1.057, H12 1.104
4 C -1.1380 -0.6158 -0.1139  N6 1.355, S8 1.770, H16 1.053
5 C -1.8036 1.6234 0.1432  N6 1.419, H13 1.097, H14 1.116, H15 1.085
6 N -0.7536 0.6745 0.0398  C1 1.344, C4 1.355, C5 1.419
7 N 1.8091 -0.8689 -0.2624  C2 1.323, C3 1.246
8 S -2.8176 -1.1688 -0.1961  C4 1.770, H17 1.406
9 H 0.6295 2.1647 0.1172  C1 1.085
10 H 2.4850 1.1657 -0.4085  C2 1.090
11 H 3.1500 -1.6333 1.0749  C3 1.057
12 H 2.4238 -2.7816 -0.1240  C3 1.104
13 H -2.1110 1.5337 1.1926  C5 1.097
14 H -1.3343 2.6308 0.0441  C5 1.116
15 H -2.4749 1.2434 -0.6199  C5 1.085
16 H -0.3739 -1.2617 -0.4417  C4 1.053
17 H -2.4949 -2.5228 -0.3909  S8 1.406

charge	+1
Kohn-Sham gap	0.27263	Ha
relative energy (zero: lowest compared OMol25 entry of this formula, charge and spin)	2.906	eV
DFT total energy	-703.26533	Eh

Listed below, in e, are the Mulliken charges computed for each atom:
1. C -0.052
2. C -0.098
3. C -0.259
4. C -0.112
5. C -0.953
6. N 0.073
7. N -0.317
8. S -0.110
9. H 0.237
10. H 0.329
11. H 0.308
12. H 0.271
13. H 0.368
14. H 0.298
15. H 0.352
16. H 0.444
17. H 0.221